Formula: C38H57HfN9
Source: the Open Molecules 2025 dataset
Level of theory: ωB97M-V/def2-TZVPD

Structure (ORCA input):
```
! wB97M-V def2-TZVPD RIJCOSX def2/J DEFGRID3
* xyz 2 1
Hf -0.608 -0.300 0.170
C -3.754 0.695 -0.991
N -3.348 0.361 -2.345
C -4.298 0.625 -3.424
C -3.408 0.764 -4.662
N -2.054 0.630 -4.126
C -0.940 0.655 -5.053
C -2.058 0.475 -2.787
N -1.072 0.398 -1.930
C 0.324 0.764 -2.226
C 1.196 -0.480 -2.340
N 1.215 -1.118 -1.008
C 1.760 -2.299 -0.796
N 2.110 -2.642 0.494
C 2.919 -1.694 1.265
C 2.567 -4.040 0.508
C 2.804 -4.363 -0.963
N 2.011 -3.323 -1.632
C 1.780 -3.434 -3.067
H -4.296 1.645 -0.979
H -2.888 0.852 -0.345
H -4.399 -0.080 -0.575
H -4.844 1.546 -3.212
H -5.024 -0.183 -3.518
H -3.533 1.728 -5.158
H -3.590 -0.021 -5.397
H -1.292 0.275 -6.011
H -0.134 0.007 -4.723
H -0.556 1.665 -5.209
H 0.690 1.371 -1.384
H 0.406 1.405 -3.101
H 2.210 -0.212 -2.650
H 0.757 -1.124 -3.098
H 2.558 -0.682 1.110
H 3.970 -1.740 0.964
H 2.841 -1.939 2.322
H 1.794 -4.683 0.932
H 3.464 -4.136 1.114
H 2.423 -5.347 -1.231
H 3.851 -4.299 -1.270
H 2.119 -4.420 -3.372
H 2.343 -2.695 -3.634
H 0.719 -3.364 -3.303
C 1.387 -2.420 6.896
C 0.396 -3.162 6.002
C 0.909 -4.589 5.763
C -0.970 -3.214 6.706
C 0.215 -2.470 4.659
C 0.813 -1.258 4.337
C 0.586 -0.681 3.102
N -0.188 -1.254 2.176
C -0.814 -2.405 2.481
C -0.620 -3.039 3.688
C -1.770 -2.908 1.447
C -2.616 -3.971 1.681
C -3.532 -4.389 0.708
C -3.540 -3.685 -0.492
C -2.682 -2.619 -0.663
N -1.815 -2.225 0.278
C -4.463 -5.555 0.999
C -5.404 -5.839 -0.171
C -5.302 -5.221 2.242
C -3.609 -6.804 1.268
H 1.488 -2.956 7.839
H 1.050 -1.410 7.134
H 2.381 -2.359 6.447
H 1.089 -5.073 6.723
H 1.849 -4.589 5.208
H 0.189 -5.204 5.221
H -0.863 -3.726 7.663
H -1.712 -3.759 6.120
H -1.356 -2.212 6.899
H 1.449 -0.741 5.041
H 1.009 0.281 2.839
H -1.128 -3.966 3.907
H -2.589 -4.482 2.630
H -4.219 -3.945 -1.290
H -2.686 -2.042 -1.581
H -6.052 -4.988 -0.390
H -6.049 -6.678 0.088
H -4.864 -6.113 -1.079
H -5.900 -4.321 2.089
H -4.687 -5.076 3.132
H -5.983 -6.048 2.446
H -2.998 -7.062 0.402
H -4.263 -7.649 1.483
H -2.950 -6.674 2.128
C -2.995 0.807 2.765
C -2.695 2.197 2.283
C -3.474 3.266 2.716
C -3.222 4.556 2.277
C -2.179 4.787 1.391
C -1.381 3.746 0.937
C -0.260 3.992 -0.031
C -1.641 2.444 1.389
N -0.879 1.382 0.906
H -3.899 0.794 3.373
H -2.180 0.389 3.361
H -3.168 0.111 1.930
H -4.286 3.079 3.408
H -3.833 5.377 2.626
H -1.978 5.795 1.047
H -0.117 5.058 -0.203
H -0.463 3.518 -0.997
H 0.677 3.572 0.338
*
```

Summary:
Frontier orbital gap: 5.707 eV
HOMO level: -11.43 eV
E: -55040.388 eV
LUMO: -5.7 eV

These are the Löwdin partial charges, in e, on atoms 1 to 5: number 1, Hf, carries 1.5598; number 2, C, carries -0.0271; number 3, N, carries -0.0992; number 4, C, carries -0.0899; number 5, C, carries -0.0868